DFT (ωB97M-V/def2-TZVPD) results for a 9-piece molecular cluster, C47H42N2O31 overall.

## Properties
Kohn-Sham gap: 7.08 eV
SMILES string: O=C1C=C(O)C(=O)C=C1O.O=C1C=C(O)C(=O)C=C1O.O=C1C=C(O)C(=O)C=C1O.O=C1C=C(O)C(=O)C=C1O.O=C1C=C(O)C(=O)C=C1O.O=C1C=C(O)C(=O)C=C1O.O=C1C=C(O)C(=O)C=C1O.C[N+](=O)[O-].COC[C@H](C)N
LUMO level: -0.08421 hartree

ORCA input file:
```
! wB97M-V def2-TZVPD RIJCOSX def2/J DEFGRID3
* xyz 0 1
C -1.149 -1.139 0.001
N -0.348 -0.024 0.560
O -0.685 1.104 0.512
O 0.773 -0.298 0.916
H -1.798 -1.477 0.809
H -0.474 -1.920 -0.348
H -1.708 -0.758 -0.854
C -1.630 -6.229 3.308
C -2.448 -5.838 2.078
C -1.756 -4.666 1.270
O -2.623 -4.308 0.213
C -2.052 -4.458 -1.094
N -2.613 -7.103 1.380
H -2.086 -7.068 3.835
H -1.619 -5.462 4.083
H -0.640 -6.550 2.985
H -3.387 -5.415 2.435
H -0.698 -4.848 1.077
H -1.739 -3.872 2.016
H -2.760 -4.156 -1.865
H -1.623 -5.445 -1.268
H -1.089 -3.955 -1.178
H -3.226 -6.867 0.613
H -3.105 -7.778 1.948
C 3.253 -2.817 -5.064
C 2.294 -3.530 -5.659
C 0.952 -3.585 -5.099
O -0.005 -4.186 -5.663
C 0.781 -2.914 -3.788
C 1.712 -2.209 -3.175
C 3.042 -1.998 -3.860
O 3.864 -1.125 -3.467
O 1.605 -1.691 -1.925
O 2.523 -4.349 -6.784
H 4.257 -2.843 -5.460
H -0.134 -2.972 -3.217
H 2.394 -1.193 -1.697
H 1.694 -4.762 -7.036
C 1.063 3.663 2.106
C 1.909 4.644 1.484
C 1.854 6.111 1.904
O 2.569 6.996 1.467
C 0.799 6.379 2.895
C -0.117 5.448 3.358
C -0.008 3.957 2.966
O -0.647 2.998 3.408
O -1.140 5.658 4.200
O 2.856 4.200 0.581
H 1.263 2.627 1.875
H 0.703 7.361 3.335
H -1.437 4.880 4.678
H 3.516 4.898 0.580
C -3.983 3.414 3.173
C -3.832 4.374 2.231
C -3.409 4.230 0.808
O -3.102 5.147 0.056
C -3.528 2.718 0.491
C -3.750 1.740 1.372
C -3.969 1.997 2.826
O -4.208 1.048 3.607
O -3.787 0.503 0.864
O -3.832 5.636 2.719
H -4.219 3.737 4.176
H -3.492 2.460 -0.558
H -4.056 -0.081 1.577
H -3.427 6.272 2.125
C 1.355 1.945 -2.296
C 2.080 3.084 -2.460
C 1.660 4.372 -3.024
O 2.368 5.390 -3.170
C 0.227 4.288 -3.371
C -0.583 3.221 -3.160
C -0.042 1.904 -2.733
O -0.673 0.899 -2.549
O -1.877 3.373 -3.362
O 3.438 2.955 -2.202
H 1.887 1.029 -2.085
H -0.356 5.133 -3.707
H -2.307 2.639 -2.917
H 3.916 3.718 -2.535
C -5.783 0.289 -2.507
C -6.590 -0.814 -2.743
C -6.141 -2.045 -3.375
O -6.804 -2.994 -3.796
C -4.757 -1.991 -3.597
C -3.927 -0.922 -3.412
C -4.328 0.398 -2.775
O -3.512 1.266 -2.648
O -2.552 -1.034 -3.467
O -7.950 -0.775 -2.464
H -6.248 1.205 -2.176
H -4.239 -2.846 -4.005
H -2.142 -0.186 -3.279
H -8.164 0.149 -2.320
C 5.928 0.831 -1.111
C 6.780 1.722 -0.565
C 6.611 2.404 0.811
O 7.412 3.229 1.241
C 5.398 1.974 1.488
C 4.497 1.140 0.946
C 4.651 0.515 -0.402
O 3.770 -0.201 -0.925
O 3.380 0.792 1.614
O 7.881 2.201 -1.285
H 6.073 0.377 -2.080
H 5.210 2.430 2.449
H 2.734 0.422 1.007
H 8.191 3.036 -0.928
C 2.861 -1.699 5.465
C 1.594 -1.666 5.074
C 1.083 -2.126 3.733
O -0.078 -2.122 3.366
C 2.132 -2.499 2.851
C 3.470 -2.519 3.234
C 3.947 -2.145 4.567
O 5.131 -2.123 4.936
O 4.454 -2.875 2.354
O 0.588 -1.214 5.903
H 3.025 -1.355 6.476
H 2.016 -2.858 1.839
H 5.257 -2.492 2.713
H -0.291 -1.140 5.523
*
```

Löwdin population analysis, charges in e, atoms 1 to 5:
1. C 0.07
2. N -0.41
3. O 0.10
4. O 0.04
5. H 0.10